# 1
The following is a quantum chemistry calculation of C38H40N4OsPSi as an isolated structure in a non-equilibrium geometry, from the Open Molecules 2025 dataset.

```
85
Properties=species:S:1:pos:R:3:mulliken_charge:R:1
Os -0.2363 0.5452 -0.4479 2.146
N 0.2819 1.4091 -2.3405 -0.218
C 0.2100 2.8713 -2.2155 -0.662
C 0.9570 3.7408 -2.9518 -0.339
C 0.7015 5.1300 -2.8398 -1.009
C -0.3173 5.5944 -2.0549 -0.805
C -1.1006 4.6962 -1.2855 0.374
C -2.2102 5.0697 -0.4900 -0.616
C -2.9113 4.1063 0.1858 -1.108
C -2.4654 2.7740 0.1455 0.040
N -1.4122 2.3991 -0.5522 0.261
C -0.7777 3.3325 -1.3221 1.051
H 1.1503 1.0884 -2.7709 0.180
H -0.4476 1.1110 -2.9893 0.470
H 1.7040 3.3854 -3.6523 0.539
H 1.2970 5.8191 -3.4222 0.444
H -0.5413 6.6527 -2.0181 0.485
H -2.5079 6.1097 -0.4401 0.498
H -3.7873 4.3547 0.7679 0.503
H -2.9667 2.0034 0.7207 0.494
N 1.8089 1.5312 -0.0810 -0.752
C 2.9903 0.6705 -0.2172 0.068
C 4.2585 1.2085 -0.0490 -0.704
C 5.3670 0.3860 -0.1727 -0.750
C 5.2113 -0.9660 -0.4641 -0.843
C 3.9441 -1.4937 -0.6346 -0.607
C 2.8216 -0.6732 -0.5093 0.055
P 1.1524 -1.3098 -0.7466 0.959
C 0.9229 -2.7508 0.3077 1.224
C 0.5040 -2.5670 1.6260 -0.471
C 0.3884 -3.6524 2.4793 -0.611
C 0.6911 -4.9291 2.0228 -0.738
C 1.1223 -5.1184 0.7169 -0.849
C 1.2453 -4.0340 -0.1393 -0.532
C 1.1039 -1.8506 -2.4737 0.652
C 0.1679 -2.7916 -2.9069 -0.534
C 0.0746 -3.1165 -4.2523 -0.937
C 0.9074 -2.5020 -5.1783 -0.826
C 1.8419 -1.5659 -4.7576 -0.987
C 1.9432 -1.2411 -3.4111 -1.073
H 1.9414 2.3744 -0.6400 0.254
H 1.7832 1.8784 0.8762 0.381
H 4.3837 2.2608 0.1796 0.534
H 6.3572 0.8008 -0.0410 0.449
H 6.0801 -1.6029 -0.5592 0.495
H 3.8224 -2.5450 -0.8661 0.531
H 0.2663 -1.5764 1.9889 0.113
H 0.0638 -3.5073 3.5014 0.495
H 0.5976 -5.7771 2.6880 0.449
H 1.3688 -6.1110 0.3652 0.493
H 1.5920 -4.1944 -1.1519 0.505
H -0.4690 -3.2952 -2.1909 0.451
H -0.6393 -3.8614 -4.5779 0.503
H 0.8401 -2.7660 -6.2250 0.452
H 2.5094 -1.1067 -5.4747 0.499
H 2.7147 -0.5478 -3.0902 0.521
C -2.5854 -3.1664 -0.1976 -0.781
Si -3.0701 -1.3910 -0.0552 0.302
C -4.6137 -0.9857 -0.9914 -1.187
C -3.1785 -0.8228 1.7151 -0.671
C -1.7326 -0.2948 -1.3094 -0.880
H -3.4725 -3.7418 0.0906 0.502
H -1.7737 -3.4559 0.4697 0.203
H -2.3435 -3.4584 -1.2193 0.325
H -5.4253 -1.5537 -0.5251 0.419
H -4.5581 -1.2835 -2.0391 0.370
H -4.8750 0.0724 -0.9433 0.393
H -2.8881 -1.6368 2.3827 0.365
H -4.2201 -0.5744 1.9322 0.568
H -2.5742 0.0407 1.9726 -0.206
H -2.4715 0.3417 -1.8072 1.021
H -1.5402 -1.1946 -1.9071 0.478
N -0.2868 0.7698 1.5462 -0.710
C -0.3294 0.9674 2.6853 1.269
C -0.3617 1.1848 4.0746 0.023
C 0.6242 0.5835 4.8763 -0.395
C 0.5871 0.7901 6.2390 -0.809
C -0.4199 1.5756 6.7945 -0.366
C -1.3992 2.1659 5.9983 -0.804
C -1.3775 1.9783 4.6331 -0.381
H 1.3945 -0.0306 4.4278 0.518
H 1.3371 0.3405 6.8744 0.444
H -0.4428 1.7298 7.8653 0.442
H -2.1733 2.7700 6.4503 0.445
H -2.1289 2.4298 3.9988 0.499
```

The highest occupied orbital energy comes out at -16.6 eV. The gap between HOMO and LUMO comes out at 6.4 eV. As for the net charge: +3.

# 2
The following is a quantum chemistry calculation of C38H40N6O6RhS as an isolated structure in a non-equilibrium geometry, from the Open Molecules 2025 dataset.

```
92
Properties=species:S:1:pos:R:3:mulliken_charge:R:1
Rh 0.3101 2.1890 0.1725 -0.440
O -6.9288 2.5949 2.9278 -0.774
N -6.1370 1.7598 2.4004 0.923
O -6.4978 0.5500 2.1849 -0.766
C -4.8690 2.1767 2.0786 -0.481
C -4.4833 3.4699 2.4241 -0.996
C -3.1705 3.9476 2.2405 1.266
C -2.7523 5.2351 2.6138 -0.616
C -1.4611 5.6457 2.4408 -0.952
C -0.5533 4.7474 1.8750 -0.292
N -0.9152 3.5526 1.4384 -0.047
C -2.1831 3.1424 1.6424 0.448
C -2.5985 1.8612 1.1396 -0.470
N -1.6697 1.1763 0.4359 0.016
C -1.9769 0.0118 -0.0831 -0.282
C -3.2485 -0.5435 0.0523 -0.255
C -4.2247 0.1429 0.7313 -1.053
C -3.9140 1.3744 1.3172 0.979
H -5.2111 4.1082 2.9116 0.465
H -3.4310 5.9308 3.0913 0.400
H -1.1398 6.6417 2.7496 0.372
H 0.4945 4.9773 1.7024 0.412
H -1.1434 -0.4868 -0.5917 0.065
H -3.4305 -1.5384 -0.3331 0.481
H -5.2100 -0.2593 0.8303 0.532
C -2.0319 -2.8479 -2.6843 -0.888
C -0.6174 -3.4053 -2.8338 -0.248
C -0.0804 -4.0271 -1.5185 -0.691
N 0.1783 -3.0176 -0.4957 0.425
C -0.1067 -3.1293 0.8132 0.231
S -0.0583 -1.8887 1.8874 -0.344
N -0.5636 -4.3905 1.2754 -0.092
C 0.1235 -5.5826 1.1924 0.411
O 0.9934 -5.8671 0.3896 -0.637
C -0.2449 -6.5666 2.3004 0.574
C 0.6184 -7.6285 2.4907 -0.412
C 0.3735 -8.5596 3.4836 -0.471
C -0.7320 -8.3955 4.3222 -0.351
C -1.6009 -7.3407 4.1281 -0.782
C -1.3719 -6.4239 3.1168 -0.402
H -2.4514 -2.5386 -3.6429 0.449
H -2.0152 -1.9830 -2.0144 -0.135
H -2.7114 -3.5858 -2.2600 0.362
H 0.0370 -2.5998 -3.1661 -0.127
H -0.5940 -4.2152 -3.5690 0.460
H 0.8247 -4.6015 -1.6781 0.296
H -0.7975 -4.7304 -1.0833 0.461
H 0.6042 -2.1295 -0.7345 -0.125
H -1.0086 -4.2842 2.1802 0.259
H 1.5137 -7.7389 1.8871 0.385
H 1.0998 -9.3576 3.6607 0.355
H -0.8401 -9.0988 5.1466 0.355
H -2.4248 -7.2296 4.7898 0.422
H -2.0573 -5.6003 3.0129 0.457
C 1.9758 0.9035 0.4021 -0.889
C 3.0815 0.9970 1.4135 0.657
C 3.2164 0.1230 2.5203 -0.107
C 4.3126 0.2146 3.3732 -0.609
C 5.2729 1.1909 3.2055 -0.411
C 5.1521 2.0785 2.1454 -0.625
C 4.0866 1.9797 1.2534 -0.075
H 2.4389 -0.6090 2.6798 0.271
H 4.3726 -0.4244 4.2268 0.400
H 6.0916 1.2730 3.9075 0.363
H 5.8904 2.8681 2.0111 0.355
H 4.0280 2.6364 0.3899 0.348
O 0.4366 4.4303 -1.3009 -0.413
C 0.5039 4.6599 -2.4872 0.208
C -0.4223 4.0190 -3.4854 -0.338
C 0.3831 3.4654 -4.6683 -1.144
C 1.6906 2.7741 -4.2420 0.871
C 2.9274 3.6663 -4.0938 -1.005
C 2.8158 4.6518 -2.9080 -0.405
N 1.5637 5.3981 -3.0076 -0.239
H -1.1985 4.7237 -3.8001 0.398
H -0.8971 3.2170 -2.9631 0.143
H 0.5973 4.2554 -5.4072 0.325
H -0.2487 2.7160 -5.1620 0.421
H 1.9269 2.0476 -5.0117 0.597
H 1.5257 2.2399 -3.3000 -0.781
H 3.0679 4.2366 -5.0293 0.347
H 3.7954 3.0320 -3.9460 0.445
H 3.6700 5.3453 -2.9030 0.289
H 2.8252 4.1198 -1.9677 0.049
H 1.4125 5.7000 -3.9555 0.338
C 2.0925 -0.6883 -2.8842 -1.123
O 1.9016 -0.5880 -1.4808 -0.324
C 2.4237 0.5855 -0.9349 1.049
O 3.1607 1.2496 -1.6372 -0.669
H 1.4505 0.0315 -3.4270 0.332
H 1.8403 -1.6977 -3.1660 0.490
H 3.1230 -0.4652 -3.1494 0.330
```

The highest occupied orbital energy (spin up / spin down) comes out at -2.9 / -4.6 eV. As for the expectation value of S²: 6.047. The gap between HOMO and LUMO (spin up / spin down) comes out at 4.9 / 6.6 eV. As for the net charge: -1. The multiplicity is 5.

# 3
The following is a quantum chemistry calculation of a 6-piece molecular cluster, C38H42F9N4OS overall in a non-equilibrium geometry, from the Open Molecules 2025 dataset.

```
95
Properties=species:S:1:pos:R:3:mulliken_charge:R:1
O -3.3196 1.4747 -3.8229 -0.519
C -4.0767 1.6379 -2.5976 -0.280
C -3.8953 0.2599 -1.7473 -0.406
C -2.6696 0.5104 -0.7750 0.447
N -1.4783 1.2875 -0.9846 -0.489
C -0.7166 1.2127 0.2432 -0.075
N 0.4504 1.7961 0.5653 0.125
C 1.0225 1.5935 1.9474 -0.962
C 0.1310 2.5552 2.9097 -0.870
C 0.6693 2.4823 4.4325 0.772
F 0.7285 1.0943 4.7315 -0.293
F 1.9618 3.0771 4.3729 -0.270
C -0.3613 3.2981 5.3302 0.738
F -0.1093 4.6741 5.0707 -0.197
F -1.7116 3.1036 4.9718 -0.268
S -0.2407 3.0277 7.1834 1.148
F -0.8414 1.4853 7.1081 -0.287
F 1.3394 2.5450 7.1335 -0.284
F 0.2013 4.6374 7.3610 -0.261
F -1.8376 3.5622 7.3063 -0.320
F -0.1798 2.8744 8.8370 -0.270
N -1.5008 0.3439 1.0917 0.319
N -2.6581 -0.0893 0.5319 -0.438
H -2.5205 0.9575 -3.5798 0.318
H -5.1668 1.8874 -2.7911 0.273
H -3.6256 2.5323 -2.0318 0.287
H -4.8720 0.1589 -1.1499 0.091
H -3.7494 -0.6369 -2.4246 0.288
H 0.9533 2.3786 -0.1173 0.309
H 2.1249 1.8510 1.9685 0.523
H 0.9210 0.4971 2.2502 0.293
H 0.3106 3.6170 2.5548 0.287
H -0.9349 2.1890 2.8027 0.560
H -1.2842 0.0555 2.0588 0.333
H -3.3805 -0.6834 0.9478 0.272
C 2.7926 -1.0074 -1.1599 -0.455
C 1.5561 -1.5139 -0.7731 0.402
C 1.1748 -2.7941 -1.1615 -0.604
C 2.0351 -3.5720 -1.9294 -0.230
C 3.2729 -3.0669 -2.3130 -0.097
C 3.6505 -1.7833 -1.9324 -0.599
H 3.0884 -0.0074 -0.8596 0.329
H 0.8878 -0.9094 -0.1682 0.157
H 0.2078 -3.1864 -0.8653 0.364
H 1.7408 -4.5723 -2.2289 0.316
H 3.9443 -3.6745 -2.9106 0.106
H 4.6136 -1.3881 -2.2366 0.372
C -9.4340 -2.1332 -0.4905 -0.400
C -9.4241 -1.1444 0.4883 -0.348
C -8.6549 0.0011 0.3133 -0.532
C -7.9025 0.1621 -0.8462 -0.247
C -7.9151 -0.8251 -1.8268 -0.310
C -8.6774 -1.9747 -1.6473 -0.405
H -10.0314 -3.0275 -0.3520 0.367
H -10.0162 -1.2672 1.3887 0.368
H -8.6424 0.7687 1.0793 0.374
H -7.3061 1.0586 -0.9852 0.406
H -7.3296 -0.6985 -2.7320 0.382
H -8.6831 -2.7463 -2.4090 0.371
C 2.4984 -7.5250 -2.9504 -0.450
C 2.8974 -6.8328 -4.0901 -0.158
C 2.3965 -7.1953 -5.3360 -0.558
C 1.4884 -8.2442 -5.4416 -0.325
C 1.0867 -8.9337 -4.3020 -0.432
C 1.5945 -8.5774 -3.0570 -0.356
H 2.8920 -7.2444 -1.9790 0.407
H 3.6006 -6.0104 -4.0069 0.412
H 2.7127 -6.6602 -6.2246 0.372
H 1.0941 -8.5238 -6.4124 0.364
H 0.3776 -9.7504 -4.3847 0.361
H 1.2854 -9.1188 -2.1698 0.365
C 0.0491 7.7303 6.5952 -0.185
C 1.0028 7.7178 5.5804 -0.343
C 1.1883 8.8450 4.7867 -0.478
C 0.4270 9.9878 5.0131 -0.404
C -0.5231 10.0008 6.0294 -0.327
C -0.7153 8.8709 6.8179 -0.581
H -0.0970 6.8514 7.2113 0.464
H 1.6011 6.8288 5.4090 0.406
H 1.9267 8.8340 3.9923 0.357
H 0.5749 10.8682 4.3973 0.360
H -1.1149 10.8925 6.2065 0.363
H -1.4596 8.8796 7.6065 0.369
C 6.6236 -2.2042 -6.2487 -0.540
C 7.9061 -2.6076 -6.6047 -0.352
C 8.6666 -3.3691 -5.7233 -0.373
C 8.1405 -3.7358 -4.4887 -0.525
C 6.8564 -3.3355 -4.1340 -0.124
C 6.0993 -2.5662 -5.0119 -0.045
H 6.0322 -1.6076 -6.9349 0.366
H 8.3139 -2.3275 -7.5700 0.364
H 9.6689 -3.6778 -5.9986 0.361
H 8.7315 -4.3335 -3.8035 0.359
H 6.4456 -3.6231 -3.1713 0.330
H 5.0997 -2.2495 -4.7327 0.195
```

The highest occupied orbital energy comes out at -10.8 eV. The gap between HOMO and LUMO comes out at 7.4 eV. As for the net charge: +1.

Question: Which formula does entry 2 have?
Answer: C38H40N6O6RhS

Question: The lowest net charge belongs to which entry?
Answer: C38H40N6O6RhS

Question: Among the records above, which one has the lowest net charge?
Answer: C38H40N6O6RhS

Question: Among the records above, which one has the lowest net charge?
Answer: C38H40N6O6RhS